C31H30Br2N2Zn | the ωB97M-V functional and the def2-TZVPD basis

Last column: Löwdin charge in e.
Positions of all 66 atoms, in Å:
Br1 2.0565 4.1034 -1.8117  0.028
Br2 5.6269 4.9848 0.6572  -0.015
Zn1 4.1569 4.2941 -0.9143  0.101
N1 -4.1181 -1.9554 -0.7854  -0.066
N2 4.3895 -0.7186 -0.9554  -0.077
C1 2.6808 2.6383 2.0008  -0.161
C2 2.3844 -1.6476 -0.3912  -0.106
C3 -1.8272 -2.0343 -1.5770  -0.138
C4 -3.8268 0.7693 0.1099  -0.142
C5 2.4321 3.9694 2.4275  -0.125
C6 -1.7335 4.1050 2.1814  -0.130
C7 -1.0083 2.9249 1.9240  -0.083
C8 0.3058 5.4209 2.4312  -0.062
C9 -0.5880 -1.4228 -1.6433  0.009
C10 4.3588 -3.0754 -0.0725  -0.009
C11 0.9574 0.4239 -0.8703  0.046
C12 -1.4869 0.5918 -0.6524  0.043
C13 1.0488 4.2596 2.2141  -0.233
C14 3.5149 -4.0586 0.4636  -0.078
C15 3.4577 0.2499 -1.1563  0.048
C16 -2.0459 -3.3993 -2.1471  -0.143
C17 1.4390 2.0459 1.6293  -0.127
C18 5.8204 -0.5572 -1.0926  -0.001
C19 -1.0862 5.3409 2.3872  -0.132
C20 -3.2197 -4.1349 -1.4965  -0.164
C21 -5.2745 -1.2139 -0.3111  -0.153
C22 -2.9149 -1.3495 -0.9565  -0.081
C23 2.1312 -3.8378 0.5616  -0.072
C24 1.5575 -2.6275 0.1475  -0.014
C25 -2.7153 -0.0053 -0.5154  -0.132
C26 0.3921 2.9983 1.8497  -0.219
C27 2.1765 -0.2791 -0.8612  -0.141
C28 3.7718 -1.8899 -0.5000  -0.158
C29 -4.4392 -3.2215 -1.4232  -0.156
C30 -4.8791 -0.1491 0.7097  -0.160
C31 -0.3388 -0.1407 -1.0659  -0.180
H1 6.3154 -1.4538 -0.7144  0.080
H2 -5.7798 -0.7189 -1.1717  0.140
H3 1.4815 -4.6113 0.9717  0.103
H4 0.8533 6.3346 2.6431  0.101
H5 -1.1365 -3.9978 -2.0418  0.119
H6 6.1258 -0.4085 -2.1354  0.101
H7 -5.2499 -3.6972 -0.8508  0.123
H8 -1.3761 1.6543 -0.4295  0.127
H9 -3.4808 -5.0247 -2.0796  0.116
H10 -2.2482 -3.3128 -3.2252  0.128
H11 0.9999 1.5135 -0.7904  0.064
H12 5.4415 -3.2115 -0.1405  0.104
H13 3.6897 1.2280 -1.5799  0.111
H14 -4.8282 -3.0458 -2.4522  0.139
H15 -5.7643 0.4270 0.9918  0.118
H16 3.6695 2.1889 1.9119  0.069
H17 -2.8243 4.0335 2.2742  0.082
H18 0.2231 -1.9030 -2.1865  0.135
H19 0.4866 -2.4401 0.2226  0.108
H20 -5.9876 -1.9292 0.1250  0.123
H21 -1.6846 6.2365 2.5335  0.082
H22 -2.9494 -4.4619 -0.4839  0.122
H23 -3.4116 1.4213 0.8843  0.105
H24 -4.4821 -0.6339 1.6106  0.127
H25 -1.4859 1.9368 1.8557  0.084
H26 6.1628 0.3066 -0.5125  0.102
H27 3.9311 -4.9923 0.8285  0.102
H28 1.3030 1.0309 1.2683  0.059
H29 3.1387 4.7072 2.8228  0.075
H30 -4.2893 1.4218 -0.6452  0.134

Cartesian forces, eV/Å:
0.77 -0.15 -0.05
0.15 -0.21 -0.53
-1.00 0.34 0.86
-0.22 -0.19 0.06
-0.45 0.27 -0.18
-0.74 0.93 -0.30
0.68 0.31 -0.61
0.43 0.59 0.03
-0.44 0.42 0.02
0.29 0.02 -0.90
0.06 -0.92 -0.08
-0.14 0.58 0.04
-0.45 -0.42 -0.05
-0.29 0.11 0.43
-0.08 -0.44 0.20
-0.74 0.58 -1.29
0.46 -0.14 -0.11
0.01 -1.26 0.52
0.19 0.56 -0.30
-0.82 -1.02 0.29
-0.15 -0.48 -0.48
0.07 -0.19 0.30
0.42 0.19 -0.13
0.30 0.10 -0.09
-0.06 0.13 0.13
-0.31 0.55 -0.05
0.42 0.38 0.34
-0.29 0.57 -0.15
0.13 -0.66 0.21
0.28 -0.22 -0.28
0.83 0.66 0.03
0.47 -0.06 0.15
-0.26 0.28 0.43
0.06 -0.24 -0.46
-0.06 -0.21 -0.08
0.05 0.05 -0.05
-0.06 0.26 -0.07
0.15 -0.26 0.35
0.24 0.18 -0.05
-0.32 0.10 0.08
-0.04 0.08 -0.07
-0.19 -0.10 0.15
0.27 0.16 -0.15
0.04 -0.30 0.33
0.09 0.11 0.14
0.07 -0.04 0.13
0.07 -0.24 -0.07
-0.44 -0.15 0.11
0.02 -0.37 0.32
0.12 -0.02 0.43
0.08 -0.12 0.04
-0.26 -0.07 0.24
0.40 0.16 -0.10
-0.08 -0.17 0.31
0.36 -0.24 0.16
0.25 0.19 -0.14
0.05 -0.13 0.05
-0.05 0.07 -0.15
-0.10 0.01 -0.15
-0.09 0.05 -0.13
0.00 0.55 -0.01
-0.08 -0.19 -0.03
-0.01 0.12 -0.12
0.02 0.09 0.68
-0.12 -0.46 -0.30
0.02 -0.07 0.16

Results
* highest occupied orbital energy: -5.05 eV
* E_tot: -224117.106 eV
* LUMO energy: -0.064 hartree


C31H30Cl4O10 | the ωB97M-V functional and the def2-TZVPD basis

Last column: Löwdin charge in e.
Positions of all 75 atoms, in Å:
Cl1 -27.9503 13.7304 25.3396  0.573
Cl2 -29.2378 16.0936 24.3651  0.622
Cl3 -30.8435 13.8793 25.2240  0.552
Cl4 -29.2892 13.6658 22.7985  0.545
O1 -25.4933 17.5517 23.7122  0.013
O2 -29.1800 16.9220 27.6806  -0.017
O3 -24.4203 16.1098 21.5809  0.050
O4 -26.4570 17.3405 27.1891  0.026
O5 -33.2846 11.2951 30.0049  0.051
O6 -24.0217 10.6133 21.7285  0.023
O7 -29.9273 15.6926 30.1247  0.009
O8 -29.6889 20.6600 21.9635  0.041
O9 -31.1041 22.1036 27.5863  0.048
O10 -22.9565 13.9996 29.8523  0.041
C1 -26.4790 19.7498 23.3790  -0.006
C2 -25.0553 12.6411 22.5640  -0.024
C3 -23.4473 16.1355 28.8229  -0.024
C4 -30.2846 18.7437 28.8169  -0.014
C5 -29.3279 14.3351 24.4331  -2.025
C6 -28.5818 18.5221 22.0790  -0.039
C7 -31.2606 14.1110 28.9172  -0.008
C8 -29.7309 18.1879 27.6791  -0.301
C9 -30.8320 14.6331 30.1314  -0.291
C10 -30.7152 20.0669 28.8275  -0.019
C11 -27.5663 20.5101 22.9578  -0.011
C12 -30.6133 20.8375 27.6769  -0.333
C13 -25.0290 14.3452 28.7688  -0.017
C14 -25.6036 16.4966 27.8281  -0.331
C15 -25.1753 14.0211 22.4909  -0.025
C16 -28.6190 19.8878 22.3252  -0.334
C17 -30.0294 20.2998 26.5343  0.002
C18 -23.8021 14.8397 29.1831  -0.339
C19 -24.1547 11.9880 21.7266  -0.331
C20 -32.1089 13.0082 28.8994  0.000
C21 -29.6542 18.9632 26.5313  -0.013
C22 -27.4818 17.7662 22.4451  -0.080
C23 -32.4589 12.3745 30.0827  -0.329
C24 -24.4269 14.7578 21.5800  -0.330
C25 -32.0285 12.9120 31.2934  -0.019
C26 -25.9215 15.1577 28.0711  -0.021
C27 -24.3694 16.9877 28.2239  -0.015
C28 -23.5882 14.0894 20.7000  -0.010
C29 -23.4648 12.7090 20.7646  -0.017
C30 -31.2433 14.0544 31.3197  -0.024
C31 -26.4665 18.3856 23.1556  -0.307
H1 -30.9109 14.4689 32.2657  0.118
H2 -30.4364 18.1309 29.6974  0.106
H3 -29.3828 16.4921 28.5276  0.065
H4 -29.4371 18.0337 21.6243  0.118
H5 -26.8266 14.6600 27.7465  0.072
H6 -32.2272 12.3391 32.1935  0.118
H7 -24.1258 18.0244 28.0355  0.117
H8 -33.7814 11.1846 30.8209  0.106
H9 -30.4953 20.1467 21.8601  0.104
H10 -25.2091 16.4962 21.9727  0.052
H11 -31.5595 22.3853 28.3854  0.103
H12 -25.6228 12.0802 23.2971  0.106
H13 -23.0889 14.6461 19.9175  0.117
H14 -27.3777 17.0701 27.3448  0.056
H15 -27.4895 21.5829 23.0621  0.122
H16 -25.2618 17.9346 24.5647  0.103
H17 -25.2754 13.3099 28.9710  0.117
H18 -25.6917 20.2631 23.9157  0.121
H19 -25.8058 14.5255 23.2184  0.091
H20 -29.6004 15.7946 31.0224  0.113
H21 -29.3214 18.5813 25.5738  0.079
H22 -30.9577 14.6088 28.0045  0.080
H23 -22.4514 16.4675 29.1053  0.113
H24 -30.0503 20.8665 25.6131  0.119
H25 -22.7012 12.1859 20.2017  0.118
H26 -22.0845 14.4002 29.9176  0.099
H27 -24.0424 10.2801 22.6300  0.098
H28 -31.0187 20.5597 29.7446  0.114
H29 -27.4441 16.7015 22.2644  0.095
H30 -32.4838 12.6999 27.9323  0.114

Cartesian forces, eV/Å:
0.09 -0.15 0.13
-0.08 -0.13 0.00
0.01 -0.15 0.00
0.00 0.02 0.00
-0.47 0.66 -0.32
-0.29 0.02 -0.17
0.16 0.43 -0.80
0.01 0.27 -0.15
-0.10 -0.33 -0.10
0.27 0.01 0.00
-0.49 -0.31 -0.03
-0.11 0.42 -0.01
0.08 0.51 -0.16
0.06 -0.15 0.07
-0.41 0.25 -0.03
0.35 -0.02 -0.21
-0.02 -0.07 0.63
-0.26 0.10 0.36
-0.14 0.18 -0.05
-0.09 -0.15 -0.26
-0.08 0.22 0.40
0.18 0.18 -0.05
0.22 -0.18 -0.12
0.37 0.24 -0.23
0.97 -0.07 -0.12
0.08 -0.19 0.04
-0.09 0.14 0.01
-0.32 -0.38 0.05
-0.04 -0.02 0.43
-0.61 -0.11 -0.02
-0.91 -0.46 0.23
-0.02 0.19 -0.69
-0.61 -0.02 -0.12
0.43 0.56 -0.34
0.26 0.44 -0.54
-0.02 0.47 0.16
-0.22 0.70 0.03
-0.16 -0.36 0.31
0.08 -0.57 -0.20
0.53 -0.41 0.47
0.33 -0.34 -0.12
-0.23 -0.11 -0.36
0.52 -0.04 0.58
0.17 -0.05 0.01
0.47 -0.70 0.64
0.01 -0.08 0.01
0.25 0.05 0.05
0.01 -0.03 0.08
0.05 0.06 -0.15
-0.22 0.53 -0.13
-0.16 0.32 0.12
0.01 0.00 -0.07
0.13 0.01 0.07
0.17 -0.21 -0.06
0.17 -0.23 0.35
0.10 -0.24 0.09
-0.06 0.00 -0.03
0.20 0.07 0.19
-0.10 -0.04 -0.11
-0.46 0.04 0.11
0.18 -0.19 0.11
-0.01 0.04 0.02
0.18 -0.24 -0.01
0.00 0.09 -0.14
0.18 0.17 0.03
0.29 -0.31 0.25
-0.02 -0.12 -0.06
-0.12 0.26 -0.08
0.22 0.07 0.03
-0.26 0.03 -0.33
-0.02 0.05 0.03
-0.11 0.06 0.03
-0.34 -0.28 0.03
-0.06 -0.03 0.04
-0.09 -0.37 0.17

Results
* highest occupied orbital energy: -7.74 eV
* E_tot: -103197.220 eV
* SMILES string: ClC(Cl)(Cl)Cl.Oc1ccc(O)cc1.Oc1ccc(O)cc1.Oc1ccc(O)cc1.Oc1ccc(O)cc1.Oc1ccc(O)cc1
* LUMO energy: 0.010 hartree